# 1
Below is a molecular structure, C7H13NSSi, with properties calculated with ωB97M-V/def2-TZVPD.

Geometry as XYZ:
```
23
C7H13NSSi ωB97M-V/def2-TZVPD
C 2.994 1.370 0.033
C 3.615 0.318 0.887
C 1.680 1.263 -0.391
C 3.223 -0.951 0.695
C -0.855 -0.527 2.141
C -1.083 -2.011 -0.610
C -1.859 1.197 -0.567
N 0.921 0.096 -0.301
Si -0.791 -0.347 0.262
S 1.874 -1.323 -0.311
H 3.436 2.351 -0.001
H 4.333 0.547 1.660
H 1.179 2.134 -0.698
H 3.362 -1.776 1.476
H -0.040 -1.091 2.484
H -0.828 0.409 2.853
H -1.796 -1.076 2.346
H -2.006 -2.472 -0.652
H -0.883 -2.074 -1.799
H -0.365 -2.597 -0.203
H -1.628 2.245 -0.198
H -1.807 1.141 -1.659
H -2.917 1.213 -0.282
```

Spin multiplicity   3
Molecular weight   171.34 g/mol
Strongest force on any atom   5.58 eV/A
Orbital gap (alpha / beta)   5.576 / 7.672 eV

Mulliken atomic charge list, values in e, 6 entries:
1. C -0.43
2. C -0.39
3. C -0.36
4. C -0.26
5. C -0.94
6. C -1.20

# 2
Below is 2 unconnected molecules or ions with the total composition C7H13OPS2, with properties calculated with ωB97M-V/def2-TZVPD.

Geometry as XYZ:
```
24
C7H13OPS2 ωB97M-V/def2-TZVPD
C -2.167 0.074 -0.234
C -0.125 1.042 -1.393
C -1.301 0.411 1.055
C 0.900 1.027 -0.220
C -0.166 -1.086 -0.339
C -1.034 -0.188 -1.230
C 0.057 0.014 0.574
O 3.714 -1.458 0.145
P 3.216 -0.472 1.395
S 4.935 0.537 1.837
S 3.069 -2.141 2.968
H -2.779 -0.736 0.190
H -2.807 0.968 -0.413
H -0.626 2.005 -1.352
H 0.397 1.043 -2.467
H -1.530 1.487 1.431
H -1.557 -0.290 1.911
H 1.884 0.755 -0.441
H 1.054 2.006 0.258
H -0.850 -1.891 -0.098
H 0.743 -1.459 -0.905
H -1.493 -0.642 -2.127
H 3.330 -2.441 0.102
H 4.329 -2.537 2.670
```

Spin multiplicity   3
Molecular weight   208.29 g/mol
Strongest force on any atom   3.74 eV/A
Orbital gap (alpha / beta)   8.024 / 6.530 eV

Mulliken atomic charge list, values in e, 6 entries:
1. C -0.91
2. C -0.68
3. C -0.53
4. C -0.99
5. C -0.59
6. C -0.12

# 3
Below is 2 unconnected molecules or ions with the total composition C7H14, with properties calculated with ωB97M-V/def2-TZVPD.

Geometry as XYZ:
```
21
C7H14 ωB97M-V/def2-TZVPD
C 1.985 -0.794 0.754
C 0.826 -0.724 -0.176
C 0.026 0.441 -0.201
C 0.417 1.720 0.269
C -1.157 0.425 -1.238
C -1.571 0.186 0.121
C -2.016 -1.149 0.655
H 2.495 -1.760 0.711
H 2.730 -0.009 0.553
H 1.652 -0.623 1.796
H 2.015 0.606 -1.635
H 0.472 -1.627 -0.661
H 1.328 1.857 0.838
H -0.283 2.548 0.238
H 1.943 1.345 -1.456
H -1.346 1.389 -1.698
H -1.113 -0.419 -1.919
H -1.974 1.035 0.663
H -1.672 -1.291 1.683
H -1.644 -1.976 0.048
H -3.113 -1.179 0.655
```

Molecular weight   98.19 g/mol
Strongest force on any atom   1.92 eV/A
Orbital gap (alpha / beta)   7.394 / 7.598 eV

Mulliken atomic charge list, values in e, 6 entries:
1. C -1.21
2. C -0.70
3. C 1.41
4. C -1.32
5. C -0.78
6. C 0.10

# 4
Below is 2 unconnected molecules or ions with the total composition C7H14, with properties calculated with ωB97M-V/def2-TZVPD.

Geometry as XYZ:
```
21
C7H14 ωB97M-V/def2-TZVPD
C 1.982 -0.038 0.290
C 1.124 0.027 -0.730
C 0.813 -1.170 -1.583
C 0.483 1.322 -1.150
H 2.424 -0.978 0.607
H 2.249 0.838 0.874
H 1.141 -2.102 -1.114
H -0.259 -1.249 -1.787
H 1.323 -1.074 -2.549
H 1.016 1.763 -1.999
H -0.552 1.159 -1.463
H 0.473 2.052 -0.337
C -2.314 -0.345 0.256
C -1.246 -0.577 1.018
C -0.695 0.408 2.009
H -2.792 0.631 0.241
H -2.751 -1.097 -0.393
H -0.780 -1.562 0.988
H 0.392 0.494 1.938
H -0.917 0.090 3.033
H -1.114 1.407 1.851
```

Structure (SMILES)   C=C(C)C.C=CC
Molecular weight   98.19 g/mol
Strongest force on any atom   0.48 eV/A
Orbital gap   10.221 eV

Mulliken atomic charge list, values in e, 6 entries:
1. C -1.13
2. C 0.99
3. C -1.29
4. C -1.20
5. H 0.27
6. H 0.44

# 5
Below is a single C7H14 molecule, with properties calculated with ωB97M-V/def2-TZVPD.

Geometry as XYZ:
```
21
C7H14 ωB97M-V/def2-TZVPD
C -1.703 0.211 0.129
C -1.039 -1.055 -0.423
C 0.131 -1.572 0.416
C 1.344 -0.617 0.520
C 1.466 0.398 -0.624
C 0.354 1.485 -0.673
C -0.717 1.354 0.421
H -2.266 -0.037 1.039
H -2.438 0.558 -0.611
H -1.791 -1.850 -0.520
H -0.687 -0.859 -1.445
H -0.231 -1.804 1.427
H 0.464 -2.526 -0.010
H 1.311 -0.078 1.470
H 2.263 -1.214 0.555
H 2.445 0.885 -0.536
H 1.496 -0.151 -1.575
H 0.815 2.477 -0.618
H -0.150 1.445 -1.650
H -1.266 2.293 0.530
H -0.233 1.194 1.392
```

Structure (SMILES)   C1CCCCCC1
Molecular weight   98.19 g/mol
Strongest force on any atom   0.21 eV/A
Orbital gap   11.850 eV

Mulliken atomic charge list, values in e, 6 entries:
1. C -0.75
2. C -0.56
3. C -0.65
4. C -0.65
5. C -0.72
6. C -0.67

# 6
Below is 2 unconnected molecules or ions with the total composition C7H14, with properties calculated with ωB97M-V/def2-TZVPD.

Geometry as XYZ:
```
21
C7H14 ωB97M-V/def2-TZVPD
C -1.076 0.546 -1.593
C -0.507 0.856 -0.428
C 0.533 1.951 -0.322
C -0.859 0.192 0.884
C -1.697 -1.080 0.817
H -0.831 1.103 -2.497
H -1.825 -0.239 -1.684
H 1.035 2.139 -1.280
H 1.305 1.692 0.416
H 0.070 2.890 0.005
H 0.078 -0.028 1.408
H -1.376 0.940 1.498
H -1.878 -1.461 1.828
H -1.195 -1.873 0.248
H -2.670 -0.896 0.350
C 1.983 -1.153 0.701
C 1.676 -1.110 -0.590
H 2.635 -0.412 1.161
H 1.566 -1.908 1.365
H 2.048 -0.325 -1.244
H 0.987 -1.821 -1.041
```

Structure (SMILES)   C=C(C)CC.C=C
Molecular weight   98.19 g/mol
Strongest force on any atom   0.28 eV/A
Orbital gap   10.340 eV

Mulliken atomic charge list, values in e, 6 entries:
1. C -0.91
2. C 0.67
3. C -1.42
4. C -0.08
5. C -1.35
6. H 0.30